No. 1
{
  "formula": "C7H14N4",
  "method": "wB97M-V/def2-TZVPD",
  "orbital_gap_ev": 9.9,
  "lumo_ha": 0.026,
  "spin_multiplicity": 1,
  "de_lowest_kcal_mol": 54.1,
  "homo_energy_ha": -0.33729,
  "smiles": "CN[C@@H]1C[C@H]1N.C1=NN=CC1",
  "total_energy_ha": -494.0433,
  "max_force_ha_per_bohr": 0.025,
  "species": ["C", "C", "C", "C", "C", "C", "C", "H", "H", "H", "H", "H", "H", "H", "H", "H", "H", "H", "H", "H", "H", "N", "N", "N", "N"],
  "coordinates": [[0.56384, 3.83881, -0.30534], [0.65930, 1.53903, 0.46503], [0.42978, 1.55213, 1.95327], [1.48596, 0.67600, 1.36648], [-1.70105, -2.37699, -1.06469], [-0.50543, -3.27288, -1.24380], [-2.73952, -3.36072, -1.48227], [1.14394, 4.56184, -0.90027], [-0.38953, 3.63856, -0.79165], [0.39440, 4.30498, 0.67870], [1.75107, 2.31095, -1.01822], [-0.06484, 1.04638, -0.16558], [0.74693, 2.50458, 2.42744], [-0.48722, 1.10799, 2.36104], [2.50630, 1.03416, 1.47240], [1.57232, -1.14539, 2.23412], [1.80390, -1.19381, 0.59811], [-1.80863, -1.99687, -0.03972], [-1.69020, -1.51584, -1.75549], [0.52238, -3.00573, -1.05040], [-3.80833, -3.21614, -1.46044], [1.40082, 2.63707, -0.09679], [1.26997, -0.74386, 1.33410], [-0.81210, -4.43395, -1.68223], [-2.24407, -4.49027, -1.83379]],
  "forces_ev_per_angstrom": [[0.978, 0.117, 0.392], [0.606, -0.095, 0.246], [-0.308, 1.074, 0.362], [0.211, -0.193, -0.263], [0.219, -0.103, -0.123], [-0.334, 0.095, -0.152], [0.342, -0.531, 0.143], [-0.298, -0.232, 0.135], [-0.185, -0.015, -0.081], [-0.150, -0.169, -0.369], [-0.180, 0.449, 0.865], [-0.300, -0.173, -0.054], [-0.169, -0.926, -0.147], [0.508, 0.120, -0.304], [-0.036, 0.009, 0.047], [-0.253, 0.087, -0.717], [0.057, 0.148, 0.111], [0.009, -0.059, -0.221], [0.113, -0.173, 0.277], [0.051, 0.026, 0.015], [-0.086, 0.086, -0.148], [-0.463, 0.207, -1.166], [-0.040, -0.435, 0.912], [-0.134, 0.375, 0.113], [-0.157, 0.309, 0.130]]
}

***

No. 2
{
  "formula": "C7H14NO3",
  "method": "wB97M-V/def2-TZVPD",
  "orbital_gap_ev": 8.1,
  "lumo_ha": 0.136,
  "spin_multiplicity": 1,
  "de_lowest_kcal_mol": 13.3,
  "homo_energy_ha": -0.16322,
  "total_charge": -1,
  "total_energy_ha": -555.6431,
  "max_force_ha_per_bohr": 0.048,
  "species": ["C", "C", "C", "C", "C", "O", "N", "H", "H", "H", "H", "H", "H", "H", "H", "H", "H", "H", "C", "C", "O", "O", "H", "H", "H"],
  "coordinates": [[1.30927, 1.26162, 0.65057], [0.02069, 2.11269, 0.36850], [0.55656, -0.38806, 2.17673], [1.85393, -0.94806, -1.26954], [1.47047, -1.23045, 0.13413], [1.04550, -2.33545, 0.46836], [1.33635, -0.16842, 0.97166], [1.87121, 1.40528, -0.27299], [1.86177, 1.76875, 1.45101], [-0.45019, 2.37947, 1.31362], [-0.66974, 1.68252, -0.38234], [-0.48981, -0.54846, 1.90424], [2.57112, -0.15625, -1.51765], [0.52584, 2.92255, -0.16820], [0.91171, -1.18924, 2.83974], [0.62549, 0.42175, 2.90885], [2.31214, -1.80420, -1.77648], [0.98755, -0.63970, -1.86603], [-2.85478, -1.18300, -1.13025], [-2.02885, 0.11047, -1.05821], [-2.56550, 1.05356, -0.44952], [-0.87357, 0.08219, -1.58099], [-2.92774, -1.43133, -2.19866], [-3.89146, -1.04815, -0.80873], [-2.50794, -2.13007, -0.70782]],
  "forces_ev_per_angstrom": [[0.610, 0.371, -1.349], [1.083, -1.152, -0.279], [-0.086, -0.698, 1.053], [1.360, 0.186, -2.042], [-1.772, 0.191, -0.292], [0.866, 0.037, 0.045], [-0.655, 0.967, 1.456], [0.334, -0.259, 0.180], [0.047, -0.060, -0.066], [-0.248, 0.338, -0.276], [0.528, 0.174, 1.007], [-0.004, -0.087, 0.247], [0.047, 0.172, 0.867], [-0.523, 0.701, 0.534], [-0.058, -0.480, -0.878], [-0.030, 0.678, -0.738], [-0.375, -0.317, 0.451], [-0.307, -0.330, 0.545], [-0.882, -0.661, -1.248], [0.504, -0.831, 0.591], [-0.314, 0.287, -0.259], [-0.940, -0.004, -0.136], [0.013, 0.051, -0.036], [0.180, 0.250, 0.226], [0.623, 0.473, 0.398]]
}

***

No. 3
{
  "formula": "C7H14NS3",
  "method": "wB97M-V/def2-TZVPD",
  "orbital_gap_ev": 9.4,
  "lumo_ha": -0.102,
  "spin_multiplicity": 1,
  "de_lowest_kcal_mol": 26.4,
  "homo_energy_ha": -0.44723,
  "total_charge": 1,
  "smiles": "CS[C@]12SCC[N@@+]1(C)CCS2",
  "total_energy_ha": -1524.1097,
  "max_force_ha_per_bohr": 0.100,
  "species": ["C", "C", "C", "C", "C", "C", "C", "N", "S", "S", "S", "H", "H", "H", "H", "H", "H", "H", "H", "H", "H", "H", "H", "H", "H"],
  "coordinates": [[0.88133, -1.52990, -0.08057], [1.78330, 0.71746, 0.37137], [0.37028, -1.95700, 1.27048], [1.15897, 2.13090, 0.46057], [-0.63769, 0.23860, 0.21500], [0.78696, 0.03657, -1.75022], [-3.49573, 0.18483, -0.05781], [0.73173, -0.08403, -0.30013], [-0.95976, -0.77930, 1.61650], [-0.59690, 2.05080, 0.75509], [-2.07768, -0.01896, -1.09840], [1.97274, -1.82607, -0.22377], [0.05412, -1.96760, -0.70949], [2.72555, 0.65858, -0.29539], [1.86894, 0.23100, 1.28308], [0.18093, -3.02529, 1.25771], [1.08242, -1.72051, 2.09265], [1.75397, 2.70753, 1.25532], [1.23059, 2.70704, -0.47685], [-0.06343, -0.20125, -2.32333], [0.94294, 1.14099, -1.78969], [1.72871, -0.41090, -2.25558], [-4.42843, 0.54887, -0.37914], [-3.23200, 0.89753, 0.67022], [-3.76186, -0.72989, 0.49238]],
  "forces_ev_per_angstrom": [[-0.137, -2.172, 0.277], [-0.196, 1.565, -2.607], [1.518, 1.250, 1.464], [2.245, 1.165, 0.587], [-2.019, 1.786, -0.271], [3.499, 3.322, -1.730], [0.401, -1.608, 1.926], [-0.956, -2.442, -0.942], [-0.447, -0.826, 1.067], [-0.349, -1.233, -0.032], [1.249, 0.146, -0.472], [-1.674, 0.183, -0.398], [1.669, 0.087, -0.349], [-1.452, 0.133, 1.340], [0.730, -0.385, 1.991], [-0.537, 0.067, 0.109], [-0.136, -0.668, -0.587], [-1.164, -0.712, -1.012], [0.618, -0.390, 0.346], [-1.061, -0.645, -0.074], [-0.296, -0.659, -1.145], [-1.531, 0.379, 1.397], [-0.751, 0.567, -1.808], [0.382, 1.007, 1.166], [0.397, 0.081, -0.242]]
}

***

No. 4
{
  "formula": "C7H14O",
  "method": "wB97M-V/def2-TZVPD",
  "orbital_gap_ev": 9.6,
  "lumo_ha": 0.034,
  "spin_multiplicity": 1,
  "de_lowest_kcal_mol": 39.5,
  "homo_energy_ha": -0.32063,
  "smiles": "C=C(/C=C/C)CC.O",
  "total_energy_ha": -350.2966,
  "max_force_ha_per_bohr": 0.056,
  "species": ["C", "C", "C", "C", "C", "C", "C", "H", "H", "H", "H", "H", "H", "H", "H", "H", "H", "H", "H", "H", "H", "O"],
  "coordinates": [[1.33294, 1.25488, 1.45474], [1.54147, 0.97940, -0.00759], [0.95220, -0.25513, -0.58744], [1.62605, -1.40671, -0.70576], [-2.89654, 0.41388, -1.32495], [-1.41502, 0.56882, -1.12882], [-0.48995, -0.36160, -0.88790], [2.19059, 1.85749, 1.76866], [1.58320, 0.33975, 2.01765], [0.38860, 1.63567, 1.83233], [1.18048, 1.81260, -0.64838], [2.62712, 1.00905, -0.30754], [2.70016, -1.41238, -0.52303], [1.25137, -2.35717, -1.07320], [-3.42297, 1.36900, -1.28125], [-3.10565, 0.03255, -2.31443], [-3.34092, -0.28840, -0.60414], [-1.01792, 1.56786, -1.29776], [-0.82082, -1.41441, -0.97033], [-0.83180, -0.40849, 2.29792], [-0.07624, -1.37417, 1.42674], [-0.37659, -1.25947, 2.33600]],
  "forces_ev_per_angstrom": [[1.776, -0.965, 1.128], [0.721, 1.297, -2.461], [-0.947, -1.438, 0.078], [1.255, 0.362, -0.097], [0.059, -0.375, 0.119], [0.859, 0.793, -0.083], [-1.058, -0.941, -0.259], [-0.544, 0.703, 0.066], [-0.548, 0.068, -0.188], [-0.053, 0.171, -0.415], [-0.152, -0.108, 0.536], [-0.783, -0.329, 0.819], [-0.131, 0.003, 0.163], [-0.418, 0.300, 0.046], [0.159, -0.054, 0.275], [-0.079, -0.269, -0.398], [0.147, 0.263, -0.184], [-0.193, 0.237, 0.422], [0.026, 0.462, 0.355], [0.034, -0.177, 0.109], [0.117, -0.117, 0.021], [-0.249, 0.113, -0.050]]
}

***

Repeat the second record exactly.
{
  "formula": "C7H14NO3",
  "method": "wB97M-V/def2-TZVPD",
  "orbital_gap_ev": 8.1,
  "lumo_ha": 0.136,
  "spin_multiplicity": 1,
  "de_lowest_kcal_mol": 13.3,
  "homo_energy_ha": -0.16322,
  "total_charge": -1,
  "total_energy_ha": -555.6431,
  "max_force_ha_per_bohr": 0.048,
  "species": ["C", "C", "C", "C", "C", "O", "N", "H", "H", "H", "H", "H", "H", "H", "H", "H", "H", "H", "C", "C", "O", "O", "H", "H", "H"],
  "coordinates": [[1.30927, 1.26162, 0.65057], [0.02069, 2.11269, 0.36850], [0.55656, -0.38806, 2.17673], [1.85393, -0.94806, -1.26954], [1.47047, -1.23045, 0.13413], [1.04550, -2.33545, 0.46836], [1.33635, -0.16842, 0.97166], [1.87121, 1.40528, -0.27299], [1.86177, 1.76875, 1.45101], [-0.45019, 2.37947, 1.31362], [-0.66974, 1.68252, -0.38234], [-0.48981, -0.54846, 1.90424], [2.57112, -0.15625, -1.51765], [0.52584, 2.92255, -0.16820], [0.91171, -1.18924, 2.83974], [0.62549, 0.42175, 2.90885], [2.31214, -1.80420, -1.77648], [0.98755, -0.63970, -1.86603], [-2.85478, -1.18300, -1.13025], [-2.02885, 0.11047, -1.05821], [-2.56550, 1.05356, -0.44952], [-0.87357, 0.08219, -1.58099], [-2.92774, -1.43133, -2.19866], [-3.89146, -1.04815, -0.80873], [-2.50794, -2.13007, -0.70782]],
  "forces_ev_per_angstrom": [[0.610, 0.371, -1.349], [1.083, -1.152, -0.279], [-0.086, -0.698, 1.053], [1.360, 0.186, -2.042], [-1.772, 0.191, -0.292], [0.866, 0.037, 0.045], [-0.655, 0.967, 1.456], [0.334, -0.259, 0.180], [0.047, -0.060, -0.066], [-0.248, 0.338, -0.276], [0.528, 0.174, 1.007], [-0.004, -0.087, 0.247], [0.047, 0.172, 0.867], [-0.523, 0.701, 0.534], [-0.058, -0.480, -0.878], [-0.030, 0.678, -0.738], [-0.375, -0.317, 0.451], [-0.307, -0.330, 0.545], [-0.882, -0.661, -1.248], [0.504, -0.831, 0.591], [-0.314, 0.287, -0.259], [-0.940, -0.004, -0.136], [0.013, 0.051, -0.036], [0.180, 0.250, 0.226], [0.623, 0.473, 0.398]]
}

***

Copy entry 1 word for word.
{
  "formula": "C7H14N4",
  "method": "wB97M-V/def2-TZVPD",
  "orbital_gap_ev": 9.9,
  "lumo_ha": 0.026,
  "spin_multiplicity": 1,
  "de_lowest_kcal_mol": 54.1,
  "homo_energy_ha": -0.33729,
  "smiles": "CN[C@@H]1C[C@H]1N.C1=NN=CC1",
  "total_energy_ha": -494.0433,
  "max_force_ha_per_bohr": 0.025,
  "species": ["C", "C", "C", "C", "C", "C", "C", "H", "H", "H", "H", "H", "H", "H", "H", "H", "H", "H", "H", "H", "H", "N", "N", "N", "N"],
  "coordinates": [[0.56384, 3.83881, -0.30534], [0.65930, 1.53903, 0.46503], [0.42978, 1.55213, 1.95327], [1.48596, 0.67600, 1.36648], [-1.70105, -2.37699, -1.06469], [-0.50543, -3.27288, -1.24380], [-2.73952, -3.36072, -1.48227], [1.14394, 4.56184, -0.90027], [-0.38953, 3.63856, -0.79165], [0.39440, 4.30498, 0.67870], [1.75107, 2.31095, -1.01822], [-0.06484, 1.04638, -0.16558], [0.74693, 2.50458, 2.42744], [-0.48722, 1.10799, 2.36104], [2.50630, 1.03416, 1.47240], [1.57232, -1.14539, 2.23412], [1.80390, -1.19381, 0.59811], [-1.80863, -1.99687, -0.03972], [-1.69020, -1.51584, -1.75549], [0.52238, -3.00573, -1.05040], [-3.80833, -3.21614, -1.46044], [1.40082, 2.63707, -0.09679], [1.26997, -0.74386, 1.33410], [-0.81210, -4.43395, -1.68223], [-2.24407, -4.49027, -1.83379]],
  "forces_ev_per_angstrom": [[0.978, 0.117, 0.392], [0.606, -0.095, 0.246], [-0.308, 1.074, 0.362], [0.211, -0.193, -0.263], [0.219, -0.103, -0.123], [-0.334, 0.095, -0.152], [0.342, -0.531, 0.143], [-0.298, -0.232, 0.135], [-0.185, -0.015, -0.081], [-0.150, -0.169, -0.369], [-0.180, 0.449, 0.865], [-0.300, -0.173, -0.054], [-0.169, -0.926, -0.147], [0.508, 0.120, -0.304], [-0.036, 0.009, 0.047], [-0.253, 0.087, -0.717], [0.057, 0.148, 0.111], [0.009, -0.059, -0.221], [0.113, -0.173, 0.277], [0.051, 0.026, 0.015], [-0.086, 0.086, -0.148], [-0.463, 0.207, -1.166], [-0.040, -0.435, 0.912], [-0.134, 0.375, 0.113], [-0.157, 0.309, 0.130]]
}